Entry 1:
This record from the Open Molecules 2025 dataset describes a cluster of 2 separate species, CH5NS2 in total at a distorted geometry. The level of theory is ωB97M-V/def2-TZVPD.

```
9
Properties=species:S:1:pos:R:3:lowdin_charge:R:1
C -3.941 2.421 3.632 -0.1640
N -5.075 2.822 3.277 0.0159
H -3.679 2.715 4.662 0.0563
H -3.151 1.814 3.210 0.0555
H -5.461 2.506 2.391 0.0364
S 2.505 -1.823 -0.845 0.2220
S 1.603 -0.518 -2.270 0.2102
H 2.383 -2.907 -1.625 -0.2202
H 2.619 -0.382 -3.145 -0.2119
```

Structure (SMILES): C=N.SS
Multiplicity: 1
Energy relative to the best compared isomer or geometry (same formula, charge and spin), kcal per mole: 23.0
E_tot, a.u.: -892.1757
HOMO, eV: -9.592
Molar mass, u: 95.19
Total charge: 0
Orbital gap, eV: 9.65

---

Entry 2:
This record from the Open Molecules 2025 dataset describes the molecule C16H20O2. The level of theory is ωB97M-V/def2-TZVPD.

```
38
Properties=species:S:1:pos:R:3:lowdin_charge:R:1
C 4.775 1.955 0.052 -0.0495
C 3.719 0.897 -0.011 -0.2734
C 3.882 -0.307 0.668 -0.0334
C 2.918 -1.290 0.597 -0.0059
C 1.763 -1.110 -0.167 -0.1469
C 0.770 -2.213 -0.174 -0.3663
O 0.800 -3.078 0.678 0.0902
C -0.286 -2.243 -1.260 -0.1031
C -1.679 -2.056 -0.645 -0.1411
C -1.834 -0.700 0.046 -0.2554
C -3.131 -0.632 0.869 -0.1497
C -3.252 0.708 1.587 -0.1997
C -3.231 1.856 0.584 -0.1880
C -1.955 1.803 -0.264 -0.1115
C -1.866 0.453 -0.937 -0.3910
O -1.866 0.317 -2.135 0.1043
C 1.598 0.096 -0.846 -0.0156
C 2.563 1.082 -0.760 -0.0330
H 5.568 1.728 -0.661 0.0870
H 4.365 2.931 -0.198 0.0759
H 5.221 1.999 1.043 0.0793
H 4.773 -0.469 1.258 0.1137
H 3.038 -2.221 1.130 0.1179
H -0.110 -1.502 -2.035 0.0995
H -0.248 -3.235 -1.716 0.1293
H -2.430 -2.144 -1.432 0.1245
H -1.845 -2.848 0.087 0.1203
H -0.991 -0.543 0.729 0.1540
H -3.136 -1.447 1.595 0.1213
H -3.985 -0.772 0.202 0.1301
H -4.181 0.736 2.159 0.1112
H -2.422 0.820 2.289 0.1179
H -3.284 2.815 1.103 0.1113
H -4.099 1.782 -0.074 0.1204
H -1.963 2.589 -1.020 0.1210
H -1.083 1.938 0.380 0.1250
H 0.713 0.289 -1.431 0.0971
H 2.415 2.015 -1.286 0.1126
```

Structure (SMILES): Cc1ccc(C(=O)CC[C@@H]2CCCCC2=O)cc1
Multiplicity: 1
Energy relative to the best compared isomer or geometry (same formula, charge and spin), kcal per mole: 0.0
E_tot, a.u.: -772.1873
HOMO, eV: -9.272
Molar mass, u: 244.33
Total charge: 0
Orbital gap, eV: 9.68

---

Entry 3:
This record from the Open Molecules 2025 dataset describes a structure of composition C60H60N4P2Pd at a distorted geometry. The level of theory is ωB97M-V/def2-TZVPD.

```
127
Properties=species:S:1:pos:R:3:lowdin_charge:R:1
C 2.298 -1.215 1.081 -0.0460
C 1.005 -0.644 1.445 -0.4310
N -0.105 -0.941 0.724 0.1071
C -1.127 -0.281 1.313 -0.3773
C -2.530 -0.406 0.827 -0.0735
C -0.595 0.451 2.412 -0.1126
N 0.746 0.206 2.486 0.0643
H 2.856 -0.522 0.426 0.0570
H 2.870 -1.448 1.987 0.0686
H 2.121 -2.140 0.514 0.0855
H -3.002 0.568 0.622 0.0648
H -2.538 -0.999 -0.102 0.0697
H -3.157 -0.941 1.559 0.0681
H -1.175 1.064 3.093 0.0907
C 8.019 0.958 6.533 -0.0731
N 7.662 0.491 5.210 -0.1957
C 8.601 -0.395 4.542 -0.0645
C 6.390 0.667 4.734 -0.2247
C 5.996 0.110 3.486 -0.0065
C 4.675 0.180 3.078 -0.0439
C 3.695 0.892 3.793 -0.1935
C 2.426 1.279 3.111 -0.0236
C 2.687 1.985 1.908 -0.0658
C 2.051 3.069 1.243 -0.1064
C 0.748 3.612 1.623 -0.2490
C -0.085 4.165 0.630 -0.0283
C -1.288 4.759 0.941 -0.0097
C -1.674 4.924 2.301 -0.2166
N -2.747 5.694 2.639 -0.1847
C -3.080 5.912 4.028 -0.0667
C -3.466 6.483 1.659 -0.0530
C -0.885 4.287 3.298 -0.0145
C 0.273 3.610 2.950 -0.0707
Pd 3.437 4.979 0.603 0.2277
P 5.425 4.200 -0.105 0.9399
C 5.789 5.185 -1.587 -0.3394
C 6.749 6.210 -1.596 -0.1011
C 6.831 7.091 -2.676 -0.0818
C 5.972 6.948 -3.771 -0.0921
C 5.015 5.926 -3.771 -0.0867
C 4.931 5.042 -2.693 -0.1037
C 6.743 4.405 1.100 -0.3916
C 8.074 4.444 0.654 -0.1187
C 9.113 4.537 1.578 -0.0778
C 8.829 4.552 2.948 -0.0831
C 7.508 4.461 3.394 -0.0803
C 6.459 4.360 2.478 -0.0982
C 5.510 2.416 -0.504 -0.3275
C 6.506 1.579 0.045 -0.0801
C 6.503 0.214 -0.230 -0.0950
C 5.504 -0.344 -1.028 -0.0915
C 4.514 0.477 -1.570 -0.0902
C 4.515 1.848 -1.313 -0.1171
P 3.344 6.995 1.604 0.9406
C 3.377 6.886 3.403 -0.3586
C 4.300 7.590 4.196 -0.0787
C 4.314 7.391 5.576 -0.0857
C 3.446 6.470 6.171 -0.0911
C 2.533 5.760 5.381 -0.0779
C 2.489 5.983 4.007 -0.1071
C 4.658 8.122 1.116 -0.3477
C 4.400 9.223 0.283 -0.0715
C 5.459 10.013 -0.164 -0.0819
C 6.772 9.714 0.210 -0.0935
C 7.031 8.616 1.035 -0.0874
C 5.978 7.828 1.495 -0.1228
C 1.710 7.636 1.161 -0.3613
C 0.803 8.093 2.135 -0.0715
C -0.468 8.519 1.751 -0.0908
C -0.841 8.500 0.401 -0.1136
C 0.047 8.016 -0.562 -0.0838
C 1.316 7.577 -0.186 -0.1207
C 4.075 1.408 5.060 -0.0197
C 5.389 1.328 5.506 -0.0238
H 7.779 2.030 6.635 0.0846
H 7.468 0.420 7.335 0.0985
H 9.096 0.802 6.687 0.0833
H 8.739 -0.110 3.485 0.0846
H 9.569 -0.338 5.057 0.0820
H 8.262 -1.449 4.562 0.0988
H 6.714 -0.422 2.852 0.0930
H 4.385 -0.289 2.139 0.0833
H 1.608 1.526 3.802 0.0968
H 3.581 1.641 1.368 0.0899
H 2.238 3.072 0.140 0.0930
H 0.268 4.155 -0.400 0.1171
H -1.913 5.151 0.142 0.0985
H -2.297 6.472 4.561 0.0931
H -4.013 6.475 4.074 0.0814
H -3.210 4.951 4.539 0.0887
H -3.703 5.879 0.770 0.0877
H -4.402 6.816 2.125 0.0862
H -2.900 7.374 1.328 0.0609
H -1.158 4.363 4.352 0.0990
H 0.857 3.164 3.749 0.0986
H 7.436 6.330 -0.761 0.0782
H 7.565 7.899 -2.665 0.1035
H 6.042 7.633 -4.620 0.1009
H 4.330 5.811 -4.614 0.1033
H 4.178 4.253 -2.691 0.0811
H 8.301 4.386 -0.413 0.1138
H 10.144 4.597 1.227 0.1049
H 9.642 4.632 3.673 0.1022
H 7.283 4.466 4.463 0.1039
H 5.424 4.253 2.816 0.0983
H 7.282 1.994 0.690 0.0957
H 7.287 -0.421 0.186 0.1019
H 5.492 -1.417 -1.219 0.1066
H 3.732 0.056 -2.201 0.1112
H 3.728 2.479 -1.735 0.0847
H 5.003 8.288 3.743 0.0961
H 5.012 7.954 6.197 0.1025
H 3.477 6.291 7.246 0.0994
H 1.845 5.039 5.829 0.1016
H 1.787 5.439 3.370 0.0772
H 3.375 9.462 0.006 0.0991
H 5.264 10.873 -0.806 0.1039
H 7.602 10.327 -0.148 0.1023
H 8.053 8.371 1.331 0.1082
H 6.174 6.978 2.153 0.0908
H 1.089 8.129 3.188 0.1036
H -1.168 8.885 2.504 0.1062
H -1.826 8.858 0.095 0.0998
H -0.243 7.988 -1.614 0.1058
H 2.003 7.156 -0.924 0.0970
H 3.326 1.947 5.647 0.1142
H 5.633 1.737 6.491 0.0950
```

Multiplicity: 1
Energy relative to the best compared isomer or geometry (same formula, charge and spin), kcal per mole: 5.8
E_tot, a.u.: -3351.8610
HOMO, eV: -6.066
Molar mass, u: 1005.54
Total charge: 0
Orbital gap, eV: 5.22

---

Entry 4:
This record from the Open Molecules 2025 dataset describes a cluster of 2 separate species, H3N3O2 in total at a distorted geometry. The level of theory is ωB97M-V/def2-TZVPD.

```
8
Properties=species:S:1:pos:R:3:lowdin_charge:R:1
N -1.214 0.295 -0.174 -0.1114
N -0.713 -0.911 -0.306 -0.0696
N 1.471 -0.037 -0.022 -0.1899
O 1.081 1.122 0.145 0.0240
O 2.510 -0.652 0.153 0.0983
H -1.145 0.818 0.689 0.0842
H -0.936 0.877 -0.987 0.0976
H -1.055 -1.513 0.501 0.0668
```

Multiplicity: 3
Energy relative to the best compared isomer or geometry (same formula, charge and spin), kcal per mole: 13.7
E_tot, a.u.: -316.3148
HOMO (spin up / spin down), eV: -7.665 / -10.124
Molar mass, u: 77.04
<S²>: 2.008
Total charge: 0
Orbital gap (spin up / spin down), eV: 7.54 / 8.33

---

Entry 5:
This record from the Open Molecules 2025 dataset describes the ion C5H11NO2 with charge +1 at a distorted geometry. The level of theory is ωB97M-V/def2-TZVPD.

```
19
Properties=species:S:1:pos:R:3:lowdin_charge:R:1
C 1.591 -0.103 1.433 0.0149
N 0.249 0.323 1.155 0.1586
C -0.402 -0.204 -0.037 -0.2692
C 0.127 0.353 -1.391 -0.0647
C -0.458 1.686 -1.615 -0.2311
O -0.431 2.572 -0.801 0.1003
C -0.443 -1.758 -0.094 -0.2107
O -0.405 -2.497 1.098 -0.0139
H 1.790 -0.865 0.686 0.1089
H 1.689 -0.546 2.434 0.1361
H 2.322 0.710 1.544 0.1354
H -0.086 1.276 1.309 0.1716
H -1.445 0.097 0.061 0.1627
H -0.228 -0.327 -2.169 0.1388
H 1.216 0.354 -1.361 0.1444
H -1.022 1.786 -2.547 0.1430
H 0.372 -2.227 -0.667 0.1394
H -1.364 -1.948 -0.670 0.1422
H -0.670 -1.982 1.861 0.0933
```

Multiplicity: 2
Energy relative to the best compared isomer or geometry (same formula, charge and spin), kcal per mole: 40.9
E_tot, a.u.: -401.9899
HOMO (spin up / spin down), eV: -14.584 / -14.563
Molar mass, u: 117.15
<S²>: 0.755
Total charge: +1
Orbital gap (spin up / spin down), eV: 11.18 / 6.46